w) ORCA calculation (ωB97M-V/def2-TZVPD) on 8 unconnected molecules or ions with the total composition C28H48O24.

Properties
HOMO energy	-0.3845	Ha
lowest unoccupied orbital energy	-0.001	Eh
structure (SMILES)	C[C@H]1COC(=O)O1.CCOC(=O)OC.CCOC(=O)OC.CCOC(=O)OC.COC(=O)OC.O=C1OCCO1.O=C1OCCO1.O=C1OCCO1

```
! wB97M-V def2-TZVPD RIJCOSX def2/J DEFGRID3
* xyz 0 1
O 1.0560 5.3503 -5.0435
O -4.9348 -1.0709 -0.7942
O 0.2714 2.6747 0.6631
O 2.8530 0.7472 -4.1988
O 0.7585 -3.3196 1.3765
O 3.4432 2.6007 1.3759
O -4.5572 -1.9492 -2.8434
O -3.2789 -3.3140 4.2325
O -1.6420 -2.0011 5.0340
O -1.7313 2.8965 7.5088
O -0.3546 1.2515 6.7649
O 3.6276 -0.0698 -6.1105
O 5.0487 0.6663 -4.5524
O 2.1474 -3.1651 -0.2238
O 3.6505 4.7134 1.0262
O 1.4699 3.9447 -3.3419
O 2.2908 6.0338 -3.3043
O 2.3450 -1.7361 1.5232
O -3.4420 -1.1328 4.0144
O 0.6099 0.9644 -0.7512
O 5.2660 3.3938 0.2889
O -0.2125 0.5537 1.2724
O -1.7077 2.2882 5.3447
O -6.2750 -2.6312 -1.7518
C 2.5890 5.4841 -2.0169
C -7.1147 -2.7070 -0.5863
C 1.6467 -1.4655 -6.0972
C -0.8249 1.4754 4.5802
C 0.6066 -0.4595 -0.6502
C 3.8386 1.2274 1.3102
C 1.7996 4.1999 -1.9744
C -6.4459 -3.4923 0.5166
C -3.4390 -1.1081 -3.0207
C 2.9972 1.3517 -2.9260
C -1.3457 2.1759 6.6510
C 2.2559 -0.1310 -6.5339
C 3.0098 -2.4171 -1.0699
C -5.2642 -1.7830 -1.7111
C 1.8244 -2.6604 0.9670
C -4.5971 -3.1600 3.7794
C -0.3345 0.4496 5.5635
C 0.2761 -3.0093 2.6782
C 1.5831 5.1231 -4.0027
C -0.7460 -1.7728 1.1196
C 3.9288 0.4441 -4.9254
C -2.7061 -2.1582 4.5379
C 2.4681 -2.5459 -2.5183
C 2.6499 4.9410 2.0064
C -4.6303 -1.6576 3.4222
C 4.2294 3.5246 0.8573
C 0.3233 -0.7111 0.8431
C 0.2325 1.5048 0.4372
H -0.1294 -0.9387 -1.2903
H -1.6857 -1.2971 0.8323
H 1.9738 1.5467 -2.6038
H 4.0187 -2.8149 -1.0219
H 2.3407 3.3351 -1.5825
H 1.2566 -0.9203 1.3692
H 2.4711 6.0160 1.9867
H 2.1867 -2.3441 -6.4466
H -0.6325 -2.6622 0.4980
H -0.8085 -2.0839 2.1607
H 3.4761 2.3267 -3.0092
H -7.1243 -4.1950 1.0049
H 1.4684 -2.9774 -2.5200
H -5.5604 -4.0792 0.2743
H 0.5188 -1.9611 2.8651
H -3.6386 -0.1311 -3.4598
H 2.3342 6.1267 -1.1770
H 3.1001 0.6103 1.8188
H -4.6061 -1.4966 2.3434
H -7.9868 -3.2571 -0.9308
H 2.9817 4.7634 3.0323
H -6.1406 -2.8068 1.3109
H -0.9110 -0.4698 5.6207
H 3.8779 0.9918 0.2505
H -0.7818 -3.2166 2.7870
H 2.2870 -0.0433 -7.6192
H -2.7352 -1.6896 -3.6142
H 0.9578 4.2178 -1.2776
H 0.7843 -3.5360 3.4893
H 4.7416 1.0094 1.8785
H -0.0457 2.1458 4.2100
H -5.3526 -3.3950 4.5303
H -4.7911 -3.7665 2.8977
H 1.6299 -0.8149 -0.7742
H 3.6459 5.2479 -1.8863
H -5.5199 -1.1642 3.8085
H 1.6789 0.7163 -6.1718
H 3.4744 0.7711 -2.1374
H -7.4066 -1.7133 -0.2559
H 3.0671 -3.2211 -3.1364
H 2.5321 -1.6342 -3.1103
H 0.6466 -1.6110 -6.5105
H 1.7592 4.3646 1.7588
H -1.3175 1.0363 3.7130
H 0.7199 0.2783 5.3543
H -2.8556 -0.8560 -2.1297
H 2.9759 -1.3484 -0.8654
H 1.6119 -1.4105 -5.0115
*
```

=====

x) ORCA calculation (ωB97M-V/def2-TZVPD) on 8 unconnected molecules or ions with the total composition C28H48O24.

Properties
HOMO energy	-0.3766	Ha
lowest unoccupied orbital energy	0.010	Eh
structure (SMILES)	C[C@H]1COC(=O)O1.C[C@H]1COC(=O)O1.C[C@H]1COC(=O)O1.C[C@H]1COC(=O)O1.COC(=O)OC.COC(=O)OC.COC(=O)OC.COC(=O)OC

```
! wB97M-V def2-TZVPD RIJCOSX def2/J DEFGRID3
* xyz 0 1
O 1.9109 -3.7623 4.6815
O 4.1702 5.5318 0.6105
O 4.2335 -0.3878 2.0230
O 3.7464 -1.2307 0.0688
O -4.2662 4.6596 0.2608
O -3.0707 5.0426 -3.2433
O -0.1463 -3.2748 4.0027
O 0.3927 0.1020 -0.6392
O 5.0521 -2.3196 1.5684
O 3.7171 -4.9460 -0.2461
O -0.9580 1.4572 -1.4965
O -3.0360 4.7441 -5.5428
O 4.4689 -5.9132 1.6064
O 2.7733 3.8825 1.0656
O 0.7166 -5.3901 3.5423
O -5.3403 -1.2807 -2.9676
O -1.7713 0.0449 0.1259
O -3.5907 -1.9594 -1.7546
O 2.2852 -6.0707 1.1212
O -2.8222 3.3644 1.1375
O -3.6917 6.6716 -4.8021
O -5.4558 -1.7093 -0.6895
O -5.0295 2.9413 1.5152
O 3.8358 3.7357 -0.7670
C -4.8350 -1.5064 -1.8469
C -4.5279 -2.0047 0.2747
C -5.1869 -3.0761 1.1264
C 4.9749 -0.7138 3.1458
C -3.6975 4.6809 -7.8240
C -2.2426 1.9452 -1.8162
C -0.8373 0.5200 -0.5799
C 3.5453 1.4655 -1.4662
C -3.3686 -2.4604 -0.4933
C 3.3713 -5.5910 0.8786
C 0.8680 -1.0991 -0.0863
C 2.7068 -4.2949 -1.0057
C 3.2414 -4.3962 4.7955
C 4.2452 -1.3517 1.1462
C 4.0045 -0.6446 4.4353
C -5.5308 5.1801 -0.1103
C 2.2834 2.7251 0.4509
C -4.1315 3.5558 1.0174
C -2.4283 2.3589 1.9892
C -3.6484 6.8249 -6.2173
C 0.7909 -4.2544 4.0283
C -2.9797 5.5674 -6.7185
C -1.2512 -3.4629 3.1243
C 5.6004 -2.0584 2.8540
C 5.8122 -5.8839 1.0552
C 3.5766 4.4906 0.2766
C -3.1315 5.5056 -4.4310
C 2.8529 2.7078 -0.9521
H 0.0156 -1.6739 0.2758
H -5.7438 5.0492 -1.1712
H 1.3865 -0.8127 0.8287
H -6.3289 4.6650 0.4244
H -4.3470 -1.1664 0.9474
H 3.9938 1.7579 -2.4156
H -2.9357 1.1366 -2.0482
H 2.6317 1.8447 0.9910
H -5.4698 6.2488 0.0957
H 3.6980 0.3980 4.5202
H -4.6033 -3.4291 1.9766
H -0.8513 -3.3625 2.1153
H -2.5629 2.7137 3.0111
H -2.9628 7.6483 -6.4175
H -6.0859 -2.8223 1.6882
H -2.6250 2.5657 -1.0057
H 4.3578 1.1842 -0.7962
H 3.0311 -3.3401 -1.4196
H -3.5577 5.1826 -8.7815
H -3.2328 3.7213 -8.0508
H 4.4594 -0.8921 5.3944
H 2.3933 -4.7418 -1.9491
H 3.1175 -1.2775 4.4088
H 5.2432 -2.8814 3.4731
H -2.2271 2.4861 -2.7624
H 1.8575 -4.0357 -0.3736
H 1.1955 2.7916 0.4533
H -5.3791 -3.8928 0.4307
H -4.5685 6.9943 -6.7767
H -1.9934 -2.7456 3.4747
H -2.4776 -2.0487 -0.0193
H 2.8879 0.6164 -1.6528
H 3.1737 -5.3286 5.3560
H -3.3353 -3.5454 -0.3944
H -1.9577 5.8396 -6.9824
H -1.7005 -4.4544 3.0689
H 3.7091 -4.7355 3.8712
H 2.0867 2.9035 -1.7022
H 5.9915 -6.3722 0.0974
H 6.6847 -1.9877 2.7681
H -3.0160 1.4444 1.9089
H -4.7358 4.4231 -7.6152
H 3.9874 -3.8041 5.3256
H 5.8209 -0.0778 3.4063
H -1.3860 2.0631 1.8695
H 6.0765 -4.8397 0.8880
H 1.5078 -1.7600 -0.6710
H 6.5758 -6.3125 1.7042
*
```

=====

x) takes first place; second place is 45.1 kcal/mol up.

=====

w) ORCA calculation (ωB97M-V/def2-TZVPD) on a molecular structure, C2BrClI2O.

Properties
HOMO energy (spin up / spin down)	-0.3174 / -0.3108	Ha
lowest unoccupied orbital energy (spin up / spin down)	-0.050 / -0.033	Eh

```
! wB97M-V def2-TZVPD RIJCOSX def2/J DEFGRID3
* xyz 0 1
I 0.2354 1.7470 -1.9115
I 0.7123 -1.7204 -2.5475
Br -2.3455 -0.4273 -1.8995
Cl -0.2805 -1.2434 1.8915
O 0.8764 0.9806 1.0762
C 0.2712 -0.0100 0.9338
C -0.4961 -0.2377 -1.6469
*
```

=====

x) ORCA calculation (ωB97M-V/def2-TZVPD) on a molecular structure, C2BrClI2O.

Properties
HOMO energy	-0.3495	Ha
lowest unoccupied orbital energy	-0.031	Eh

```
! wB97M-V def2-TZVPD RIJCOSX def2/J DEFGRID3
* xyz 0 1
I -2.0791 1.2614 -0.0662
I -1.1879 -1.9118 -0.9693
Br -0.4696 -0.6253 2.0902
Cl 1.6939 -0.1833 -1.6287
O 1.5383 1.1586 0.6002
C -0.5422 -0.1283 0.1786
C 1.0465 0.4288 -0.2049
*
```

=====

x) takes first place; second place is 55.9 kcal/mol up.